Here is 7 unconnected molecules or ions with the total composition C46H62Cl2N6O15S at a distorted geometry from OMol25. Energies are from ωB97M-V/def2-TZVPD.

Bonds (Å) are listed after each position.
Element x y z (Å)
1 C 6.7126 1.8445 -0.4584  C2 1.604, H35 1.143, H36 1.160, H37 1.141
2 C 5.8467 2.4902 -1.6438  C1 1.604, Cl3 1.873, C4 1.608, H38 1.153
3 Cl 5.2254 4.1297 -0.9863  C2 1.873
4 C 4.5387 1.6587 -2.0720  C2 1.608, Cl5 1.842, C6 1.592, H39 1.157
5 Cl 4.2800 1.9219 -3.8768  C4 1.842
6 C 4.5193 0.1347 -1.6107  C4 1.592, C7 1.594, C31 1.548
7 C 3.8769 -0.2144 -0.1946  C6 1.594, C8 1.624, C21 1.574
8 C 3.2442 0.9216 0.7784  C7 1.624, C9 1.628, H40 1.158, H41 1.146
9 C 1.6329 0.7499 0.6188  C8 1.628, C10 1.608, H42 1.161, H43 1.163
10 C 0.8576 2.1366 0.3693  C9 1.608, C11 1.606, H44 1.161, H45 1.153
11 C -0.7397 2.0570 0.5132  C10 1.606, C12 1.604, H46 1.139, H47 1.148
12 C -1.4091 0.7598 -0.1511  C11 1.604, C13 1.618, H48 1.143, H49 1.161
13 C -1.8191 0.9368 -1.7062  C12 1.618, C14 1.639, H50 1.143, H51 1.149
14 C -2.9966 -0.1707 -1.9785  C13 1.639, S15 1.864, H52 1.159, H53 1.144
15 S -2.7211 -1.0935 -3.5744  C14 1.864, C16 1.839
16 C -1.2714 -2.1852 -3.2752  S15 1.839, N17 1.443, O20 1.422
17 N -1.1411 -3.4203 -2.5410  C16 1.443, N18 1.365
18 N 0.1789 -3.7559 -2.6232  N17 1.365, C19 1.429
19 C 0.8604 -2.7666 -3.3964  N18 1.429, O20 1.434, H54 1.147
20 O -0.0434 -1.7480 -3.8447  C16 1.422, C19 1.434
21 C 3.7780 -1.6945 0.3316  C7 1.574, C22 1.624, C24 1.592
22 C 3.0773 -2.0538 1.7518  C21 1.624, N23 1.511, H55 1.166, H56 1.141
23 N 1.7836 -2.7969 1.5104  C22 1.511, H57 1.039, H58 1.034
24 C 4.3276 -2.9126 -0.5345  C21 1.592, N25 1.440, C30 1.546
25 N 4.1469 -4.2263 0.0265  C24 1.440, C26 1.424
26 C 4.6506 -5.1808 -0.9028  N25 1.424, C27 1.556, H59 1.156
27 C 5.3287 -4.8875 -2.2727  C26 1.556, O28 1.441, N29 1.419
28 O 5.7695 -6.0028 -3.0708  C27 1.441, H60 0.993
29 N 5.4951 -3.5752 -2.7851  C27 1.419, C30 1.439
30 C 4.9687 -2.5706 -1.8989  C24 1.546, N29 1.439, C31 1.588
31 C 5.0698 -1.0705 -2.4106  C6 1.548, C30 1.588, O32 1.463
32 O 5.7179 -0.8465 -3.7026  C31 1.463, C33 1.435
33 C 4.7726 -1.2057 -4.7201  O32 1.435, N34 1.209
34 N 4.1035 -1.6361 -5.6299  C33 1.209
35 H 7.5262 1.1902 -0.9225  C1 1.143
36 H 7.2704 2.7244 0.0508  C1 1.160
37 H 6.1052 1.3437 0.3672  C1 1.141
38 H 6.4727 2.7688 -2.5712  C2 1.153
39 H 3.6400 2.1731 -1.5549  C4 1.157
40 H 3.5965 0.7369 1.8663  C8 1.158
41 H 3.6029 1.9785 0.5184  C8 1.146
42 H 1.4463 0.1035 -0.3279  C9 1.161
43 H 1.1687 0.1326 1.4885  C9 1.163
44 H 1.2317 2.8702 1.1878  C10 1.161
45 H 1.1562 2.6261 -0.6306  C10 1.153
46 H -1.0060 2.1020 1.6192  C11 1.139
47 H -1.1944 2.9755 -0.0043  C11 1.148
48 H -0.8136 -0.2086 -0.0338  C12 1.143
49 H -2.4082 0.5860 0.4140  C12 1.161
50 H -0.9533 0.7711 -2.4339  C13 1.143
51 H -2.3113 1.9608 -1.8762  C13 1.149
52 H -2.9766 -0.9574 -1.1280  C14 1.159
53 H -4.0275 0.3257 -1.9957  C14 1.144
54 H 1.9754 -2.7258 -3.6629  C19 1.147
55 H 3.8295 -2.7672 2.2866  C22 1.166
56 H 2.9535 -1.1460 2.4314  C22 1.141
57 H 1.0660 -2.3529 2.1161  N23 1.039
58 H 1.5247 -2.6447 0.5214  N23 1.034
59 H 4.5423 -6.2922 -0.6057  C26 1.156
60 H 4.9448 -6.5507 -3.1523  O28 0.993
61 O 4.2292 6.5746 -8.8143  C62 1.204
62 C 4.5333 5.6397 -8.1185  O61 1.204, C63 1.505, O66 1.361
63 C 5.9165 5.0656 -7.9747  C62 1.505, C64 1.514, H67 1.093, H68 1.090
64 C 5.6389 3.7259 -7.3274  C63 1.514, C65 1.510, H69 1.092, H70 1.095
65 C 4.3748 3.9969 -6.5464  C64 1.510, O66 1.432, H71 1.094, H72 1.092
66 O 3.6620 4.9762 -7.3104  C62 1.361, C65 1.432
67 H 6.5071 5.7170 -7.3261  C63 1.093
68 H 6.3970 4.9509 -8.9463  C63 1.090
69 H 6.4586 3.3602 -6.7062  C64 1.092
70 H 5.4431 2.9775 -8.1021  C64 1.095
71 H 4.5796 4.4098 -5.5542  C65 1.094
72 H 3.7627 3.0999 -6.4365  C65 1.092
73 O -3.1931 -2.2334 1.7441  C74 1.205
74 C -4.3636 -1.9491 1.7797  O73 1.205, C75 1.503, O78 1.363
75 C -5.5035 -2.9183 1.6355  C74 1.503, C76 1.513, H79 1.093, H80 1.090
76 C -6.6717 -1.9966 1.3621  C75 1.513, C77 1.509, H81 1.091, H82 1.095
77 C -6.2685 -0.7344 2.0850  C76 1.509, O78 1.433, H83 1.095, H84 1.092
78 O -4.8384 -0.6912 2.0010  C74 1.363, C77 1.433
79 H -5.6266 -3.4664 2.5728  C75 1.093
80 H -5.3317 -3.6053 0.8069  C75 1.090
81 H -7.6318 -2.3947 1.6952  C76 1.091
82 H -6.7419 -1.8019 0.2872  C76 1.095
83 H -6.5571 -0.7516 3.1411  C77 1.095
84 H -6.6917 0.1562 1.6169  C77 1.092
85 O 5.5261 -2.4134 3.4456  C86 1.205
86 C 6.1540 -3.2370 4.0615  O85 1.205, C87 1.504, O90 1.361
87 C 6.0175 -4.7284 3.9216  C86 1.504, C88 1.514, H91 1.093, H92 1.090
88 C 6.7196 -5.2295 5.1654  C87 1.514, C89 1.511, H93 1.091, H94 1.095
89 C 7.7395 -4.1453 5.4232  C88 1.511, O90 1.432, H95 1.094, H96 1.092
90 O 7.1282 -2.9354 4.9623  C86 1.361, C89 1.432
91 H 6.5263 -5.0487 3.0093  C87 1.093
92 H 4.9693 -5.0269 3.9033  C87 1.090
93 H 7.1636 -6.2197 5.0499  C88 1.091
94 H 6.0076 -5.2740 5.9958  C88 1.095
95 H 8.6656 -4.3037 4.8624  C89 1.094
96 H 7.9800 -4.0543 6.4840  C89 1.092
97 O -10.5032 -1.8833 3.0769  C98 1.204
98 C -10.2954 -0.7144 3.2770  O97 1.204, C99 1.504, O102 1.362
99 C -10.7795 0.0727 4.4637  C98 1.504, C100 1.513, H103 1.093, H104 1.090
100 C -10.5781 1.4998 4.0023  C99 1.513, C101 1.511, H105 1.091, H106 1.095
101 C -9.4100 1.3738 3.0527  C100 1.511, O102 1.432, H107 1.094, H108 1.092
102 O -9.5405 0.0750 2.4634  C98 1.362, C101 1.432
103 H -10.1567 -0.1675 5.3287  C99 1.093
104 H -11.8281 -0.1381 4.6734  C99 1.090
105 H -10.3967 2.2030 4.8170  C100 1.091
106 H -11.4649 1.8377 3.4565  C100 1.095
107 H -8.4466 1.4273 3.5692  C101 1.094
108 H -9.4348 2.1355 2.2713  C101 1.092
109 O -6.1823 1.4098 -1.1482  C110 1.206
110 C -5.9910 2.4790 -1.6713  O109 1.206, C111 1.504, O114 1.360
111 C -6.9224 3.1661 -2.6320  C110 1.504, C112 1.514, H115 1.093, H116 1.090
112 C -6.0257 4.2209 -3.2441  C111 1.514, C113 1.511, H117 1.091, H118 1.095
113 C -5.0442 4.5005 -2.1305  C112 1.511, O114 1.432, H119 1.094, H120 1.091
114 O -4.9012 3.2577 -1.4334  C110 1.360, C113 1.432
115 H -7.7492 3.6091 -2.0716  C111 1.093
116 H -7.2952 2.4699 -3.3833  C111 1.090
117 H -6.5609 5.1108 -3.5799  C112 1.091
118 H -5.4986 3.7992 -4.1059  C112 1.095
119 H -5.4149 5.2534 -1.4285  C113 1.094
120 H -4.0733 4.8212 -2.5124  C113 1.091
121 O 0.1027 0.8617 2.9945  C122 1.206
122 C -0.7116 0.7043 3.8704  O121 1.206, C123 1.504, O126 1.360
123 C -0.8155 -0.4985 4.7669  C122 1.504, C124 1.513, H127 1.093, H128 1.090
124 C -2.1971 -0.3328 5.3613  C123 1.513, C125 1.510, H129 1.092, H130 1.095
125 C -2.3773 1.1668 5.3541  C124 1.510, O126 1.432, H131 1.094, H132 1.092
126 O -1.6499 1.6281 4.2106  C122 1.360, C125 1.432
127 H -0.0342 -0.4435 5.5290  C123 1.093
128 H -0.7322 -1.4230 4.1952  C123 1.090
129 H -2.3040 -0.7747 6.3537  C124 1.092
130 H -2.9378 -0.7986 4.7031  C124 1.095
131 H -1.9593 1.6404 6.2477  C125 1.094
132 H -3.4268 1.4519 5.2613  C125 1.092

Results
highest occupied orbital energy	-8.30	eV
2S+1	1
net charge	0
orbital gap	7.30	eV
SMILES	C[C@H](Cl)[C@@H](Cl)c1c(CCCCCCCSc2nnco2)c(CN)c2ncc(O)nc2c1OC#N.O=C1CCCO1.O=C1CCCO1.O=C1CCCO1.O=C1CCCO1.O=C1CCCO1.O=C1CCCO1
LUMO level	-1.00	eV
total energy	-4565.3820	hartree
strongest force on any atom	0.125	Eh/bohr